Entry 1:
# C52H121N7O9

A cluster of 9 separate species, C52H121N7O9 in total at a distorted geometry (the ωB97M-V functional and the def2-TZVPD basis, the OMol25 dataset).

Summary:
ΔE to the lowest compared entry with this formula, charge and spin: 877.7 kJ/mol
total charge: 0
E: -3113.76175 Ha
molecular weight: 988.580 g/mol
orbital gap: 8.23 eV
SMILES: CC1(C)CCCC(C)(C)N1O.CC1(C)CCCC(C)(C)N1O.CC1(C)CCCC(C)(C)N1O.CC1(C)CCCC(C)(C)N1O.COC[C@H](C)N.COC[C@H](C)N.COC[C@H](C)N.CCO.CCO

```
189
Properties=species:S:1:pos:R:3:forces:R:3
H 1.58522 8.66525 1.71103 0.373 0.274 -0.154
H -6.23571 4.41109 -1.37823 0.113 -0.051 0.243
H -3.41950 4.21206 -8.31764 0.178 -1.300 -0.647
H -7.46951 4.55563 -0.10989 0.720 0.482 0.766
H -6.80661 1.11475 -2.05009 -0.014 -0.148 -0.235
H -1.02476 -2.55564 8.90998 -0.208 0.312 0.783
H -1.60340 2.76142 -8.47686 0.144 -0.331 -0.024
C 0.73210 9.86242 -6.27010 -2.442 3.360 0.913
H -4.80499 -10.33702 -3.10069 0.168 0.143 0.311
C 5.45271 6.25027 2.87425 -1.122 -0.381 0.114
H 8.93247 -0.70403 0.77520 0.382 -0.258 -0.191
H -9.31442 -0.03198 -0.04074 0.007 0.206 -0.102
C 3.35442 9.21854 6.03339 -0.500 -1.435 -1.032
H 6.43322 -4.41826 -5.81683 -0.113 0.059 -0.301
H -8.37716 2.89735 1.66261 -0.676 0.611 0.377
O 3.27523 -1.06165 -2.99695 -1.213 0.048 -0.222
H 2.57926 9.88346 -7.07481 0.949 -0.614 0.375
H 7.73268 -1.60635 3.86950 -0.299 -0.651 0.738
H 7.10930 -4.69668 1.71776 -0.698 -0.522 0.859
H 3.63490 4.48163 2.75921 -0.440 0.091 -0.852
H -4.09210 -5.20195 -5.73120 -0.459 -0.266 0.469
H -4.49677 4.27737 0.30274 0.288 -0.248 -0.659
H 3.93616 7.04822 -3.73904 0.074 0.434 0.153
C 8.13449 -4.68165 2.08770 -0.934 0.563 -1.424
C 3.96566 6.52373 3.27752 -1.033 -0.453 0.537
H 4.47200 -6.38454 -6.62460 0.198 -0.473 -0.104
H -4.30750 3.21255 1.61022 -0.706 -0.649 0.167
H -5.72681 -9.67465 -4.90118 0.208 -0.189 0.536
C -3.19703 -2.08034 8.95530 0.271 0.311 0.893
N -2.95403 -8.19852 -4.21332 0.947 0.313 -0.384
H -5.18018 0.04487 8.35453 0.031 -0.583 -0.289
H 5.41510 7.44568 5.52944 0.624 -0.446 0.719
H 8.63139 -3.74719 -5.53582 0.470 -0.270 -0.628
H -3.37716 -9.81113 -2.05277 -0.671 0.756 0.026
C -3.72552 -10.32221 -2.95029 1.639 0.569 -0.067
H 3.10322 -1.72678 -1.15067 -0.265 0.528 0.944
H 0.71090 7.60180 -7.17497 -1.252 0.989 0.139
H 4.08837 9.81119 5.48733 0.322 0.061 0.516
H -1.56704 -2.61903 4.53587 0.055 0.134 -0.047
H -1.03936 -9.86062 -5.29621 -0.266 0.174 -0.045
C 1.90582 8.05776 2.55736 1.021 0.069 -0.041
H 1.53142 -1.75358 -1.81506 -0.041 -0.255 -1.173
C 2.40659 8.40028 -5.28950 1.902 2.084 -2.191
H -2.07442 -0.91098 4.33364 0.048 -0.107 -0.360
C -2.96040 3.92337 -7.37213 0.395 1.096 -0.228
H 6.46923 -2.77910 3.08542 -0.285 0.556 0.795
C -1.86087 0.13010 9.25191 1.207 -1.016 0.961
H 5.25609 -5.63268 -3.90820 0.055 0.548 -0.105
C -5.01290 -9.57744 -5.71910 -0.047 0.330 1.193
O 7.75176 -5.22505 -4.47355 -4.596 -2.830 -0.532
H 2.84580 0.98344 -1.36720 -0.038 -0.080 0.120
O 7.63304 -1.70483 1.85137 -1.711 -0.758 1.635
H -3.83836 0.52096 5.99989 -0.086 0.239 -0.147
H 1.54517 0.27241 -0.34935 0.199 -0.136 0.089
H -5.04109 2.54937 -1.74340 -0.021 0.546 0.236
C 1.71299 7.27697 5.54844 0.894 -0.559 -0.277
H -2.82318 -3.40297 6.76968 -0.533 0.443 -0.552
H 1.47361 6.47507 4.85005 -0.505 0.552 -0.468
C 2.26904 8.91806 3.72388 0.277 1.082 0.874
C -2.19620 -1.81850 4.92498 0.046 1.266 -0.179
H -3.66736 3.33596 -6.78624 0.134 -0.463 -0.116
H -1.21966 -3.68822 6.68400 0.937 0.695 -0.087
H 2.88466 9.16031 -4.67151 -0.492 -0.261 1.000
H 9.05441 -3.91349 -3.88169 0.149 0.271 0.230
H -5.76093 -7.72729 -6.07588 0.231 1.036 0.077
H -5.96750 -6.46186 -3.98534 0.061 -0.070 -0.723
H -5.61295 4.47516 1.44272 -0.109 -0.385 0.959
C -4.28978 0.22574 8.95665 -0.322 -0.226 -0.932
H 1.52759 7.86155 -4.93563 0.157 0.050 0.539
H -0.85246 -0.26268 9.12181 -0.095 -0.560 -0.554
H -2.67920 -5.39772 -4.64370 -0.697 -0.022 0.912
C -3.01935 -0.61319 8.51715 -0.456 1.595 -0.048
H 6.04032 7.16060 2.75543 -0.077 0.034 0.298
H -4.04868 -2.61331 8.53253 -0.316 0.659 -0.555
C -7.52033 0.80986 0.90101 0.939 -1.392 -2.261
C 2.44849 -1.16445 -1.81642 0.812 1.391 1.004
C -4.74795 -8.08966 -5.90079 -0.275 0.294 -0.324
H 8.28636 -3.76927 5.26828 -0.064 0.039 0.028
O -2.88046 5.21305 -6.79111 0.715 0.777 1.201
C -0.43518 -0.85318 6.58348 0.490 0.689 -0.986
H 5.84518 5.57575 3.63523 0.391 0.294 0.019
C -8.96311 0.93477 0.31991 0.437 0.372 1.528
H -5.45101 -0.04893 -1.89084 0.201 0.414 -0.207
C -2.97331 -9.68322 -4.18697 0.407 -0.449 -0.756
H -4.19704 1.30773 8.86285 0.655 -0.032 0.052
H -2.71760 -6.18675 -6.05704 -0.167 -0.352 -0.511
O 4.73158 6.77176 5.51414 0.313 -0.083 0.704
N 1.52896 8.11044 -7.47858 1.492 -1.818 -0.795
C 2.00272 0.29316 -1.33845 0.597 -1.498 -0.615
H -5.56207 -10.09514 -6.50555 0.257 0.524 -0.641
H -1.28996 -7.63872 -3.48145 0.166 0.143 -0.049
H 0.25828 -1.31524 7.28613 -0.396 -0.330 0.165
H 0.76593 10.59774 -5.46620 0.532 -0.062 0.577
H -7.40658 -0.69706 -0.70029 -0.320 -0.179 0.422
H 4.03448 -1.63802 -2.88324 -0.145 0.000 0.018
H -8.14175 0.54590 2.90227 -0.434 -0.839 0.214
H -7.70711 3.47557 -1.22845 0.378 -0.991 -0.577
C -6.72574 -0.01050 -0.19710 0.383 -0.066 -0.545
C 5.48638 -6.10694 -4.86221 -0.027 -1.164 1.143
C 2.83752 8.16700 4.97614 -1.022 -0.004 -0.423
H -5.45563 -7.85476 -3.10038 0.267 -0.217 -0.057
H -3.35416 -11.30564 -2.66209 -0.167 -0.498 -0.864
H -3.66098 5.71362 -7.03975 0.026 -0.051 0.061
H 2.13257 7.41028 -7.07174 1.113 -1.095 -1.685
C -3.41268 -5.91413 -5.26292 1.013 -1.796 -0.523
H -6.49246 0.25506 2.62273 0.176 -0.510 0.020
C 5.65892 -7.60421 -4.45596 1.289 0.465 -0.723
C 8.79674 -0.98522 1.81952 1.521 -0.110 -1.371
H 6.92667 -6.03949 -6.38586 1.097 0.016 -0.087
H 8.91303 -0.01959 2.31160 -0.718 0.002 0.923
C 7.48834 -2.40050 3.16400 0.210 -0.355 -3.262
H -3.24203 -2.11980 4.86530 0.038 -0.064 0.103
C -1.56639 3.24450 -7.50046 -0.972 -0.518 -0.626
N -6.82287 2.05642 1.15257 0.427 -0.883 0.260
H 0.95798 7.57496 2.79528 0.424 -1.108 0.079
C -7.47708 0.01091 2.22397 0.361 1.344 -0.569
C 3.64637 6.62210 -4.69952 0.914 -1.980 1.065
H -4.22027 1.65944 -0.55650 -0.214 0.048 0.935
C -6.04212 0.71410 -1.38441 -0.245 1.563 2.049
H 0.13296 -0.74547 5.65951 -0.009 -0.338 -0.296
H 2.16162 5.15852 3.45943 0.200 0.105 0.273
C -5.22513 1.97830 -0.83340 -1.331 -1.830 -1.276
H -3.82746 -11.28986 -5.31865 0.275 -0.189 -0.032
C 3.24993 5.16043 3.52021 1.488 -0.721 -0.757
H -4.18829 -7.97838 -6.82951 0.190 0.276 -0.006
C 8.34371 -3.69931 3.19904 0.679 0.888 1.223
H 2.12051 6.62932 6.32470 -0.156 0.606 0.830
H 1.22988 0.65545 -2.01637 0.103 -0.004 -0.160
C -6.07745 2.85079 0.17563 1.382 -0.483 -0.434
H 2.73270 6.05554 -4.51971 -0.097 -0.414 0.083
O -2.17770 -7.62503 -3.11630 -1.261 -0.648 -0.718
H 4.19160 -5.01462 -5.88871 -0.436 0.294 -0.009
H 2.80362 6.56934 1.38918 0.736 -0.447 -0.077
H 4.91712 -8.14911 -3.87208 -0.463 0.961 0.188
C 6.72989 -5.42123 -5.51001 -0.475 -0.175 2.201
N -2.86289 -0.64358 7.03730 -0.903 -2.671 0.319
H 3.67707 4.57624 4.33530 -0.508 0.639 0.938
N 8.16694 -4.38230 4.47454 0.084 -0.266 0.256
H 8.50387 -4.31919 1.12839 1.096 -0.063 0.198
C -2.00846 -2.89232 8.58276 1.655 -0.693 -1.608
H 3.89981 7.93930 1.69061 -0.222 0.238 -0.193
C -3.68280 -10.22137 -5.47831 -0.345 -0.401 0.819
C -1.47253 -10.16871 -4.34461 -0.704 -0.101 0.643
H -4.61216 0.02452 9.97826 0.457 -0.217 0.120
C -5.07925 3.64766 0.97526 0.598 2.419 -0.343
C 3.18631 7.25313 2.14686 -0.954 0.151 0.333
H 2.98002 9.69881 3.45361 0.497 -0.181 -0.287
H 6.59620 -7.62600 -3.89999 0.137 -0.439 -0.046
H -1.66132 1.19351 9.11986 -0.988 0.115 -0.491
H -0.64781 3.82985 -7.54137 -0.511 0.660 0.273
C -4.01118 -7.30655 -4.70400 -1.246 0.134 -0.688
C -1.89086 -2.90386 7.03381 -1.420 -0.610 1.233
C -1.81495 -1.50718 6.36269 -0.135 -0.718 2.033
H -3.40331 -2.17086 10.02177 0.268 0.469 0.285
H -1.42792 -11.25702 -4.30361 -0.204 -0.114 -0.114
H -4.68099 -6.28063 -2.91588 0.323 -0.243 0.269
H 9.57339 -1.67712 2.14537 0.756 0.527 -0.153
H 9.39917 -3.42729 3.18845 0.146 0.129 -0.033
H -2.11465 -3.92914 8.90185 -0.007 -0.035 0.153
O -7.55105 2.79783 2.14140 0.510 -0.057 -1.236
N 3.98620 7.35472 4.51040 -0.840 1.761 -2.287
H 5.73830 -8.22130 -5.35095 0.409 -0.003 -0.239
H 1.39653 9.52814 3.95759 -0.232 -0.175 0.726
H 7.28225 -4.86300 4.55428 -0.167 0.098 -0.047
H -1.95440 -0.02894 10.32618 -0.526 0.198 0.240
H 3.72918 8.61062 6.85685 0.502 0.416 0.039
O 3.45905 7.51445 -5.69927 -1.055 1.513 -0.365
C 8.81904 -4.49974 -4.76996 2.314 1.538 0.555
C 1.95808 9.14646 -6.56584 -1.836 -1.025 0.746
N 4.32918 -5.99774 -5.70260 -0.604 0.783 -0.462
O -2.98990 0.58755 6.44406 0.403 1.148 -0.362
H 2.58763 9.87148 6.45029 -0.236 -0.111 -0.340
H -0.55336 0.18691 6.88737 -0.167 -0.064 0.140
H -0.18328 9.31156 -6.05388 0.273 -0.612 -0.111
H -0.78767 -9.85076 -3.55850 -0.231 0.268 0.202
H 0.83899 7.87563 5.80501 0.013 -0.318 0.319
C -6.85089 3.85505 -0.67079 -1.828 0.378 -0.252
H 0.47898 10.55256 -7.07493 -0.145 -0.330 -0.522
H -9.05080 1.72627 -0.42436 0.003 -0.203 -0.172
H -5.95634 -0.66368 0.21458 0.056 0.187 0.609
H 5.51054 5.70037 1.93490 -0.229 0.044 -0.133
H 9.65892 -5.19038 -4.84568 0.583 0.427 -1.074
H 8.49620 -5.67477 2.35410 -0.003 0.179 -0.182
H -1.42102 2.45121 -6.76721 -0.088 0.144 0.112
H -9.56134 1.18850 1.19503 -0.637 0.168 -0.211
H 4.45706 5.95983 -5.00330 -0.108 -0.237 0.078
H -7.58834 -1.06219 2.06849 -0.433 0.169 0.303
C -5.07677 -6.98906 -3.64362 -0.080 0.536 0.759
H -3.15322 -10.08827 -6.42167 0.671 0.065 0.281
```
Forces are in eV/Å.

Atom charges from the Löwdin analysis, given in e for atoms 1 to 99:
1. H 0.107
2. H 0.089
3. H 0.104
4. H 0.080
5. H 0.096
6. H 0.101
7. H 0.062
8. C -0.123
9. H 0.067
10. C -0.032
11. H 0.090
12. H 0.084
13. C -0.020
14. H 0.115
15. H 0.077
16. O -0.096
17. H 0.149
18. H 0.122
19. H 0.078
20. H 0.072
21. H 0.076
22. H 0.081
23. H 0.089
24. C -0.064
25. C -0.469
26. H 0.070
27. H 0.093
28. H 0.099
29. C -0.155
30. N -0.096
31. H 0.074
32. H 0.107
33. H 0.092
34. H 0.075
35. C -0.020
36. H 0.097
37. H 0.070
38. H 0.079
39. H 0.088
40. H 0.079
41. C -0.186
42. H 0.094
43. C -0.171
44. H 0.079
45. C -0.302
46. H 0.121
47. C -0.048
48. H 0.132
49. C -0.219
50. O -0.185
51. H 0.063
52. O -0.205
53. H 0.108
54. H 0.061
55. H 0.099
56. C -0.028
57. H 0.105
58. H 0.051
59. C -0.171
60. C -0.045
61. H 0.103
62. H 0.119
63. H 0.135
64. H 0.086
65. H 0.110
66. H 0.077
67. H 0.081
68. C -0.040
69. H 0.134
70. H 0.054
71. H 0.066
72. C -0.437
73. H 0.083
74. H 0.125
75. C -0.503
76. C -0.279
77. C -0.124
78. H 0.069
79. O -0.106
80. C -0.025
81. H 0.075
82. C -0.023
83. H 0.103
84. C -0.439
85. H 0.072
86. H 0.064
87. O -0.015
88. N 0.039
89. C -0.072
90. H 0.116
91. H 0.084
92. H 0.077
93. H 0.080
94. H 0.099
95. H 0.070
96. H 0.074
97. H 0.070
98. C -0.141
99. C -0.446

Entry 2:
# C5H2O

An isolated molecule of C5H2O (the ωB97M-V functional and the def2-TZVPD basis, the OMol25 dataset).

Summary:
ΔE to the lowest compared entry with this formula, charge and spin: 22.8 kJ/mol
total charge: 0
E: -266.81009 Ha
molecular weight: 78.070 g/mol
orbital gap: 9.59 eV
SMILES: C#CC#CC=O

```
8
Properties=species:S:1:pos:R:3:forces:R:3
C 2.75283 -0.28728 0.27056 -0.386 0.092 -0.009
O -2.83381 -0.91191 0.48683 0.087 0.719 0.006
C -2.22893 0.13575 0.46180 -0.345 -0.393 0.006
H -2.56526 1.05694 0.97557 -0.195 -0.230 -0.102
C 1.62642 -0.00888 -0.05048 0.537 -0.164 0.050
C 0.27981 0.19046 -0.21224 -0.439 0.019 0.178
H 3.71005 -0.56451 0.64174 0.101 0.073 -0.181
C -0.92560 0.25588 -0.14829 0.641 -0.116 0.051
```
Forces are in eV/Å.

Taken from the natural (NBO) analysis, the atomic charges in e are:
1. C -0.158
2. O -0.471
3. C 0.353
4. H 0.141
5. C -0.024
6. C -0.032
7. H 0.243
8. C -0.053